A structure of composition C48H121N7O20 at a distorted geometry. Source: the Open Molecules 2025 dataset; level of theory: wB97M-V/def2-TZVPD.

Summary:
HOMO-LUMO gap = 1.49 eV
highest occupied orbital energy = -9.35 eV
2S+1 = 1
ΔE to the lowest compared entry with this formula, charge and spin = 0.000 eV
net charge = +4

XYZ file:
```
196
Properties=species:S:1:pos:R:3:forces:R:3
C -13.1511 -17.7476 -10.8713 0.343 0.427 0.020
O -14.0331 -18.0838 -9.7938 -0.154 0.621 -1.044
C -14.5973 -19.3562 -9.9147 0.875 -0.738 -0.896
C -15.5334 -19.5175 -11.1280 -0.765 -0.313 -0.908
N -16.3674 -20.7696 -11.1253 -0.817 0.133 0.641
H -16.5421 -21.4033 -9.6828 0.323 -0.311 0.053
H -17.3316 -20.4896 -11.3306 0.452 -0.240 -0.081
C -15.9647 -21.9229 -12.0071 0.428 1.365 0.973
C -15.8625 -21.5054 -13.4464 1.742 -1.126 -1.310
O -15.1773 -22.6351 -14.0683 -0.755 0.561 0.448
C -15.4837 -22.7721 -15.4350 -0.374 -0.610 -0.672
H -12.2167 -17.4904 -10.3628 0.206 -0.126 -0.559
H -13.4706 -16.8686 -11.4600 -0.228 -0.236 0.521
H -13.0257 -18.5461 -11.6234 0.120 0.034 0.626
H -15.1451 -19.4518 -9.0088 -0.666 -0.527 0.757
H -13.7617 -20.1059 -9.9160 -0.765 0.187 -0.116
H -15.0840 -19.4983 -12.1288 0.702 0.303 0.594
H -16.2232 -18.6549 -11.1620 0.188 -0.320 0.327
H -16.6848 -22.7670 -11.9168 0.460 0.681 0.181
H -14.9730 -22.2235 -11.6096 -0.576 -0.165 -0.500
H -15.2394 -20.6245 -13.6835 -0.114 -0.170 0.578
H -16.8004 -21.2884 -13.9342 -0.710 -0.314 -0.009
H -16.5538 -23.1284 -15.5879 1.217 0.466 0.053
H -14.7691 -23.4888 -15.8831 -0.522 0.106 0.405
H -15.2962 -21.8410 -15.9722 -0.315 0.194 -0.056
C -24.6517 -26.3796 -0.2816 -2.532 -3.466 -2.627
O -24.3844 -25.9541 -1.6218 -0.277 -0.584 1.138
C -25.1809 -24.9959 -1.9243 1.165 0.238 -3.731
C -24.3616 -27.9590 4.9085 -1.742 -2.280 5.085
N -23.1785 -28.2452 4.5616 3.878 0.632 -1.962
H -22.9026 -27.4940 3.9459 1.277 -0.669 -0.827
H -22.3809 -28.7599 5.0241 -1.742 0.919 -0.143
C -21.4008 -27.4649 8.2520 -1.005 0.753 0.072
C -20.4969 -27.8403 7.2158 -1.010 -0.964 0.998
O -20.4299 -27.1491 5.9918 1.844 -2.053 0.671
C -19.0736 -27.5080 5.3077 -1.209 0.966 1.444
H -24.2229 -25.6757 0.2771 2.334 1.900 3.098
H -24.4303 -27.4630 -0.3099 0.498 0.835 0.933
H -25.7388 -26.2833 -0.1574 0.170 -0.300 0.257
H -25.8708 -24.5233 -1.2677 -0.410 0.207 0.389
H -25.0006 -24.8715 -3.0041 -0.995 1.146 0.568
H -24.9971 -27.4008 4.2845 -0.602 0.814 -0.354
H -24.5972 -28.3875 5.9304 -0.832 0.589 -1.532
H -21.5112 -28.0499 9.1604 0.225 0.183 -0.243
H -22.0604 -26.7172 7.9958 -1.738 1.765 0.182
H -20.8689 -28.8457 7.1709 -0.055 -1.860 -1.503
H -19.7147 -28.0570 7.9128 2.699 0.237 -0.737
H -18.3082 -27.7694 6.1055 -1.173 -0.352 -1.114
H -18.9208 -26.4502 5.1711 1.121 0.016 -1.592
H -19.1575 -28.2195 4.4073 0.034 1.267 1.606
C -13.1793 -15.6815 0.5286 -0.555 -0.549 -0.972
O -13.3448 -16.6397 -0.6069 0.627 2.389 0.874
C -13.8762 -17.8678 -0.2511 -0.496 0.145 0.909
C -15.3913 -17.9187 -0.1024 -0.191 -0.230 -0.513
N -15.8563 -17.4518 -1.4698 -0.275 0.604 1.866
H -15.2197 -16.6498 -1.5181 0.005 0.107 -1.237
H -15.7292 -18.2157 -2.1905 0.567 -0.512 -0.351
C -17.2530 -16.9256 -1.5682 1.172 -1.044 -1.443
C -17.2357 -15.6278 -0.9048 -2.468 2.011 0.948
O -16.4062 -14.7400 -1.5812 0.305 1.459 -0.466
C -16.5274 -13.3417 -1.0882 1.737 -2.119 0.846
H -12.3214 -15.0018 0.4138 -0.126 -0.693 -0.432
H -13.0637 -16.2807 1.4247 0.031 0.140 0.280
H -14.0647 -15.0393 0.5794 -0.011 -0.241 0.142
H -13.4921 -18.2229 0.6877 0.713 -0.430 0.356
H -13.6140 -18.4758 -1.0862 0.219 -1.083 -0.370
H -15.8240 -17.3186 0.7248 0.398 -0.133 -0.699
H -15.6286 -18.9674 0.0942 -0.363 0.108 -0.308
H -17.8697 -17.6896 -1.0906 -0.395 0.392 -0.269
H -17.4587 -16.7660 -2.6699 -0.056 -0.535 1.217
H -16.9253 -15.6963 0.1404 -0.159 -0.021 0.228
H -18.2965 -15.2477 -0.9299 0.760 -0.197 0.311
H -15.7636 -12.7632 -1.6048 0.088 -0.194 0.143
H -16.3104 -13.4153 0.0126 -0.336 0.583 -0.943
H -17.4673 -12.9025 -1.3032 -1.157 0.070 -0.077
C -19.1404 -16.1029 -5.9175 -0.986 0.172 -0.979
O -18.5346 -17.1851 -5.2949 -0.497 -0.546 0.866
C -17.3674 -17.5700 -5.9333 0.505 0.429 -0.676
C -17.5494 -18.5396 -7.0661 -1.369 -1.524 0.798
N -17.5101 -20.0069 -6.6668 -0.902 1.950 2.148
H -17.2935 -20.5601 -7.4493 0.594 -1.259 -1.357
H -16.8057 -20.1714 -5.8197 -0.744 -0.033 -0.987
C -18.8325 -20.4437 -6.0652 1.722 1.049 0.758
C -20.1258 -20.4071 -6.7858 0.014 1.176 -1.005
O -20.2591 -21.2280 -7.9312 0.865 0.799 0.601
C -21.1829 -20.7299 -8.8782 0.729 1.060 -0.143
H -20.1085 -15.9326 -5.4727 -0.549 -0.398 -0.016
H -19.2662 -16.3231 -7.0220 0.137 0.761 1.043
H -18.6318 -15.1793 -5.6718 0.675 0.321 -0.591
H -16.6864 -17.8783 -5.1702 0.696 -0.651 0.288
H -16.9227 -16.7346 -6.4737 0.213 0.584 0.368
H -16.7841 -18.4029 -7.7561 1.448 0.202 -1.204
H -18.5092 -18.3378 -7.5688 0.298 -0.207 0.132
H -18.9406 -19.7256 -5.2292 -0.134 -0.528 -0.192
H -18.6238 -21.3961 -5.6383 0.063 -0.849 0.248
H -20.4693 -19.3440 -6.8880 0.249 -0.770 -0.643
H -20.6900 -20.7674 -5.9794 -1.760 -0.750 0.999
H -22.1842 -20.7939 -8.4772 -0.462 -0.133 -0.287
H -20.9932 -21.2895 -9.7770 -0.507 -0.512 -0.268
H -20.9685 -19.6693 -9.1724 -0.137 -0.562 0.516
C -8.8852 -23.8892 -9.0241 1.685 0.526 -0.333
O -9.6459 -22.8776 -8.4633 0.022 1.966 0.645
C -9.2023 -21.5594 -8.8657 -0.401 -0.296 0.590
C -10.2714 -20.6083 -8.3274 0.252 0.363 0.481
N -10.2914 -20.2502 -6.8530 0.182 -1.632 -0.382
H -9.6279 -19.5115 -6.6840 0.695 0.053 -0.046
H -11.2704 -19.6386 -6.7026 -0.282 -0.250 -0.121
C -10.0552 -21.3395 -5.8546 1.005 0.618 1.544
C -9.5316 -20.6777 -4.5178 -1.580 -1.172 -0.262
O -10.6407 -20.0710 -3.8682 -0.515 -1.647 -0.699
C -10.3433 -19.1938 -2.8316 1.238 1.119 -0.758
H -7.7852 -23.6637 -8.9648 -0.839 -0.257 -0.126
H -9.1887 -24.0054 -10.0414 0.109 -0.266 -1.036
H -9.0719 -24.7906 -8.5054 -0.233 -0.948 0.648
H -9.1736 -21.5096 -9.9680 -0.073 0.157 0.303
H -8.1915 -21.3071 -8.4923 -0.258 -0.358 -0.027
H -11.1880 -21.0888 -8.5981 -0.868 -0.204 0.261
H -10.3063 -19.6185 -8.7594 0.361 0.078 -0.713
H -9.2226 -21.9914 -6.1591 -0.554 0.142 -0.333
H -10.9631 -21.9527 -5.6375 0.716 0.643 -0.420
H -8.8048 -19.9066 -4.7202 0.690 0.234 -0.227
H -9.0722 -21.4990 -3.9168 -0.248 0.688 -0.155
H -9.7348 -19.6232 -2.0151 -0.419 -0.003 -0.213
H -11.2976 -18.7831 -2.4898 0.335 -0.014 0.154
H -9.7265 -18.4113 -3.3541 -0.383 0.053 1.119
C -11.4812 -31.7541 -10.6521 -1.562 0.971 0.000
O -12.7850 -31.1774 -11.0540 0.595 -0.637 -0.448
C -13.3345 -31.8611 -12.1869 -2.108 2.826 0.775
C -14.6077 -30.9325 -12.6449 0.764 -1.205 1.935
N -14.1767 -29.5169 -12.4220 -1.323 0.482 0.763
H -13.5934 -29.4587 -11.5510 -0.581 -0.086 -0.453
H -13.6161 -29.2217 -13.1775 1.378 0.166 -1.044
C -15.3532 -28.5533 -12.4588 -1.081 -1.959 1.399
C -15.0450 -27.1913 -11.9509 0.320 1.216 -0.392
O -14.1907 -27.2728 -10.8597 0.401 0.071 0.809
C -13.7156 -25.9919 -10.4054 0.923 0.409 -1.252
H -10.7529 -31.5009 -11.4230 0.194 -0.044 0.292
H -11.6226 -32.8169 -10.5615 0.225 -0.487 0.073
H -11.2973 -31.3135 -9.6625 0.299 -0.164 -0.542
H -13.7484 -32.7836 -11.8909 -0.278 -1.359 0.202
H -12.6244 -31.9574 -12.9672 0.718 -0.127 -0.903
H -15.5411 -31.1340 -12.0041 1.646 0.316 -0.793
H -14.8865 -31.0590 -13.6763 0.043 -0.105 -0.395
H -16.1329 -29.0878 -11.8191 0.799 0.919 -1.028
H -15.6501 -28.4603 -13.4980 -0.388 -0.350 -0.024
H -15.9962 -26.6829 -11.6941 0.295 -0.158 -0.239
H -14.5625 -26.6243 -12.7815 -0.201 0.021 0.474
H -12.7762 -26.1420 -9.8302 -0.590 -0.078 -0.582
H -14.4009 -25.4632 -9.7421 -0.255 -0.147 -0.325
H -13.5092 -25.3678 -11.3507 -0.157 -0.583 1.557
C -11.1744 -12.4884 -7.7122 -1.046 -1.400 0.073
O -11.7368 -13.8700 -7.9075 -0.048 0.796 0.759
C -13.1556 -13.8689 -7.8287 -0.611 0.786 0.455
C -13.7753 -15.2809 -7.7036 1.324 1.378 0.158
N -13.0584 -16.0357 -6.6508 -0.887 -1.627 0.648
H -12.9882 -17.0623 -6.8221 -0.099 0.300 -0.444
H -12.1090 -15.7292 -6.4712 0.491 0.775 -0.598
C -13.6991 -15.9465 -5.3219 -0.839 1.267 0.848
C -12.6502 -16.2380 -4.2507 0.061 -0.071 -1.572
O -11.7110 -15.1911 -4.5006 -0.510 -0.542 0.884
C -10.6979 -15.2383 -3.5161 0.008 1.313 0.296
H -11.8522 -11.8881 -7.1031 -0.091 -0.175 0.121
H -11.1706 -12.0561 -8.6972 0.572 0.344 -0.285
H -10.2104 -12.5290 -7.1864 -0.278 -0.305 -0.615
H -13.6234 -13.4874 -8.7728 0.347 0.288 0.804
H -13.4558 -13.2374 -6.9208 0.112 -0.659 -1.279
H -13.6467 -15.7787 -8.6282 0.145 -0.766 -0.853
H -14.8511 -15.1603 -7.5304 0.347 -0.335 0.402
H -14.5692 -16.6109 -5.2311 0.399 0.260 -0.407
H -14.0094 -14.8541 -5.2881 0.223 -1.315 0.629
H -12.1655 -17.2533 -4.3622 -0.464 0.824 -0.169
H -13.0969 -16.2284 -3.2628 -0.012 0.410 0.359
H -11.1569 -15.4579 -2.5198 0.624 0.400 -0.588
H -10.1464 -14.2707 -3.5682 -0.547 -0.668 0.409
H -10.0128 -15.9976 -3.8020 0.815 -0.944 0.117
C -15.9849 -21.3483 -1.9949 -0.465 0.556 -1.449
C -16.0501 -20.4933 -3.3040 0.273 0.500 -0.087
O -16.4723 -20.9490 -4.3851 -0.181 -0.606 0.089
O -15.6217 -19.2913 -3.2235 -0.245 -0.541 0.403
H -16.7582 -20.9804 -1.3309 0.113 0.318 0.382
H -14.9888 -21.1875 -1.6394 0.452 0.114 0.720
H -16.1627 -22.4121 -2.0841 -0.001 -0.126 -0.544
C -16.5437 -24.2778 -8.1648 -2.094 0.260 -0.295
C -15.9533 -23.0810 -8.7670 -0.037 0.696 0.086
O -14.8115 -23.1357 -9.1389 0.819 0.873 -0.791
O -16.7406 -21.9847 -8.8347 0.087 -0.380 -0.049
H -17.0706 -24.0024 -7.2545 0.309 -0.341 0.406
H -15.7759 -25.0086 -8.1198 0.345 -0.714 0.649
H -17.3587 -24.6284 -8.8198 0.264 0.005 0.064
C -13.7064 -20.7247 -6.6829 0.596 -0.357 -1.482
C -13.4570 -19.2504 -6.5675 -0.534 -0.157 -0.235
O -14.3933 -18.4771 -6.4034 -0.696 0.198 -0.056
O -12.2567 -18.8147 -6.7554 -0.151 0.269 0.208
H -13.7396 -20.9413 -7.7770 0.238 0.144 0.501
H -14.6807 -21.0840 -6.3562 0.343 0.163 0.738
H -12.8172 -21.2496 -6.3231 -0.597 -0.339 0.272
```
Positions in Å, forces in eV/Å.

Mulliken atomic charge list, values in e, 8 entries: number 1, C, carries -0.961; number 2, O, carries -0.088; number 3, C, carries 1.051; number 4, C, carries -0.458; number 5, N, carries -0.161; number 6, H, carries 0.355; number 7, H, carries 0.336; number 8, C, carries -0.444